Entry from OMol25: a structure of composition C36H55BrFeN4O5PS in a non-equilibrium geometry (ωB97M-V with the def2-TZVPD basis set).

Structure (XYZ):
```
104
Properties=species:S:1:pos:R:3
Fe 0.488 0.725 0.654
N 0.529 0.619 2.580
C 0.841 1.943 3.051
C 1.659 2.690 1.976
N 1.178 2.502 0.590
C 0.273 3.565 0.142
C -1.158 3.217 0.599
N -1.150 1.783 0.578
H -0.098 0.079 3.023
H 1.553 -0.201 2.644
H 1.405 1.893 3.988
H -0.085 2.487 3.258
H 2.678 2.282 2.007
H 1.758 3.750 2.235
H 2.215 2.355 -0.124
H 0.293 3.571 -0.955
H 0.578 4.564 0.472
H -1.909 3.639 -0.073
H -1.342 3.584 1.613
H -1.435 1.388 -0.693
H -1.992 1.092 0.898
O 5.649 -0.006 3.688
S 5.224 -0.659 2.462
O 5.649 -2.012 2.153
N 3.621 -0.464 2.208
C 3.406 0.316 1.188
O 2.367 0.725 0.654
C 4.622 0.839 0.504
C 4.780 1.677 -0.592
C 6.078 1.999 -1.013
C 7.202 1.485 -0.340
C 7.043 0.643 0.761
C 5.746 0.349 1.145
H 3.907 2.069 -1.105
H 6.212 2.654 -1.870
H 8.200 1.747 -0.683
H 7.891 0.233 1.297
C -5.588 -1.746 2.428
C -5.546 -0.554 1.474
C -4.126 -0.065 1.170
C -3.101 -1.209 1.232
C -3.066 -1.751 2.680
C -4.420 -1.716 3.400
P -1.429 -0.669 0.654
C -0.276 -2.108 0.854
C 0.333 -2.163 2.263
C 1.506 -3.147 2.333
C 1.344 -4.361 1.418
C -0.119 -4.656 1.121
C -0.804 -3.481 0.414
C -1.519 -0.501 -1.195
C -1.829 0.954 -1.600
C -2.135 1.057 -3.089
C -3.372 0.249 -3.478
C -3.640 -0.946 -2.564
C -2.363 -1.529 -1.966
H -5.553 -2.679 1.851
H -6.539 -1.751 2.972
H -6.121 0.280 1.895
H -6.051 -0.833 0.541
H -3.853 0.715 1.893
H -4.143 0.427 0.195
H -3.461 -2.014 0.584
H -2.351 -1.195 3.299
H -2.715 -2.790 2.661
H -4.482 -0.803 4.007
H -4.486 -2.557 4.100
H 0.564 -1.866 0.187
H -0.420 -2.476 2.994
H 0.683 -1.176 2.589
H 1.623 -3.478 3.372
H 2.439 -2.632 2.072
H 1.823 -5.234 1.877
H 1.872 -4.177 0.474
H -0.643 -4.871 2.061
H -0.205 -5.556 0.502
H -1.881 -3.591 0.566
H -0.643 -3.585 -0.667
H -0.482 -0.673 -1.516
H -0.968 1.593 -1.363
H -2.673 1.366 -1.037
H -1.271 0.694 -3.659
H -2.277 2.106 -3.375
H -3.256 -0.094 -4.513
H -4.255 0.899 -3.472
H -4.176 -1.719 -3.127
H -4.315 -0.641 -1.758
H -1.757 -1.910 -2.800
H -2.616 -2.409 -1.372
Br 3.121 3.729 -6.366
C 2.040 2.495 -5.423
C 1.249 1.593 -6.132
C 0.451 0.683 -5.440
C 0.449 0.681 -4.043
C 1.242 1.585 -3.315
C 2.041 2.496 -4.028
C 1.236 1.579 -1.800
O 1.980 2.427 -1.215
O 0.488 0.725 -1.228
H 1.247 1.590 -7.217
H -0.170 -0.026 -5.979
H -0.173 -0.030 -3.500
H 2.657 3.199 -3.471
H 1.009 -0.879 0.654
```

Calculated values
HOMO (alpha / beta) in eV: -1.58 / -4.44
Gap between HOMO and LUMO (alpha / beta) in eV: 3.81 / 6.63
Charge: -1
Spin multiplicity: 5
DFT total energy in Eh: -6576.71376
Lowest unoccupied orbital energy (alpha / beta) in eV: 2.234 / 2.181
F_max in eV/Å: 8.5

Entry from OMol25: a structure of composition C36H56As3ClCsN3O16PS2 (ωB97M-V with the def2-TZVPD basis set).

Structure (XYZ):
```
119
Properties=species:S:1:pos:R:3
Cs 0.778 0.054 -0.388
O -1.602 -0.782 2.209
S -2.002 -1.649 3.351
C -1.403 -3.332 2.976
C 0.097 -3.555 3.098
C 0.570 -4.878 2.476
C 0.305 -5.083 0.987
S 1.045 -3.865 -0.142
O 0.618 -2.549 0.424
C 2.748 -4.077 0.355
C 3.333 -3.111 1.156
C 4.667 -3.250 1.512
C 5.395 -4.345 1.064
C 4.798 -5.298 0.249
C 3.467 -5.166 -0.117
C -0.895 -1.309 4.709
C 0.221 -0.522 4.501
C 1.087 -0.287 5.562
C 0.826 -0.839 6.808
C -0.309 -1.620 7.007
C -1.182 -1.852 5.956
H -1.759 -3.463 1.952
H -1.975 -4.000 3.627
H 0.373 -3.573 4.154
H 0.618 -2.721 2.630
H 0.084 -5.713 2.996
H 1.641 -4.978 2.667
H -0.759 -5.030 0.749
H 0.668 -6.061 0.663
H 2.754 -2.255 1.481
H 5.137 -2.494 2.127
H 6.438 -4.447 1.335
H 5.374 -6.133 -0.129
H 3.009 -5.874 -0.796
H 0.417 -0.098 3.525
H 1.965 0.324 5.398
H 1.502 -0.657 7.633
H -0.515 -2.037 7.984
H -2.079 -2.443 6.100
C 2.457 3.634 -2.348
As 0.558 3.413 -1.929
C -0.066 4.222 -3.614
C 0.518 4.998 -0.733
C -0.778 5.449 -0.018
C -0.558 6.914 0.386
C -1.011 4.660 1.280
As -1.105 2.679 1.259
C -3.049 2.392 1.209
C -0.973 2.540 3.206
C -1.974 5.345 -0.982
As -3.520 6.549 -0.747
C -4.566 5.714 -2.184
C -4.501 5.703 0.727
H 2.668 4.671 -2.616
H 2.713 2.989 -3.188
H 3.053 3.347 -1.485
H 0.284 5.253 -3.701
H -1.151 4.197 -3.709
H 0.365 3.627 -4.420
H 0.889 5.827 -1.346
H 1.289 4.789 0.017
H 0.370 7.007 0.952
H -1.375 7.286 1.010
H -0.490 7.559 -0.495
H -1.906 5.029 1.791
H -0.162 4.855 1.944
H -3.560 3.039 1.923
H -3.206 1.346 1.481
H -3.460 2.545 0.211
H -1.582 3.312 3.682
H 0.068 2.653 3.506
H -1.326 1.557 3.513
H -2.319 4.307 -1.050
H -1.629 5.627 -1.980
H -4.101 5.922 -3.148
H -5.575 6.124 -2.192
H -4.622 4.633 -2.041
H -3.991 5.872 1.675
H -4.604 4.633 0.562
H -5.492 6.154 0.789
O 4.147 1.501 2.268
Cl 2.823 1.749 1.781
O 2.301 2.978 2.319
O 2.838 1.829 0.331
O 1.953 0.648 2.172
C -5.172 -1.742 -2.928
O -4.320 -1.744 -1.783
P -2.912 -0.939 -1.782
O -2.196 -1.470 -3.150
C -1.295 -2.572 -3.053
O -3.463 0.466 -2.399
C -2.487 1.493 -2.556
H -5.893 -2.545 -2.789
H -4.598 -1.915 -3.838
H -5.694 -0.789 -3.009
H -0.604 -2.505 -3.888
H -1.842 -3.516 -3.102
H -0.715 -2.535 -2.131
H -3.016 2.403 -2.836
H -1.764 1.236 -3.331
H -1.948 1.668 -1.619
O 5.489 -3.037 -7.533
N 4.867 -2.019 -7.272
O 4.906 -1.010 -7.956
C 4.062 -2.002 -6.074
C 3.996 -3.137 -5.275
C 3.203 -3.129 -4.164
C 2.445 -1.982 -3.687
O 1.837 -1.947 -2.618
C 2.549 -0.865 -4.625
C 3.338 -0.866 -5.746
N 1.791 0.359 -4.390
O 2.198 1.392 -4.904
O 0.799 0.312 -3.689
N 3.111 -4.390 -3.441
O 2.021 -4.726 -3.018
O 4.114 -5.083 -3.364
H 4.555 -4.022 -5.543
H 3.385 0.007 -6.379
```

Calculated values
HOMO in eV: -5.88
Gap between HOMO and LUMO in eV: 7.56
Charge: -1
ΔE to the lowest compared entry with this formula, charge and spin in eV: 1.016
DFT total energy in Eh: -11098.47572
Lowest unoccupied orbital energy in eV: 1.678
F_max in eV/Å: 0.9

- Which of these has the lowest F_max?
  C36H56As3ClCsN3O16PS2

- Number 2 is which compound?
  C36H56As3ClCsN3O16PS2

- Which value of charge does entry 1 give?
  -1